No. 1
A gas-phase ion, C4H11N2O (charge -1), computed with wB97M-V/def2-TZVPD.

Properties
- HOMO: -2.11 eV

```
! RIJCOSX wB97M-V def2-TZVPD def2/J DEFGRID3
* xyz -1 1
N 3.24789 0.57232 0.35972
C 1.96370 1.32066 0.25236
N 0.80653 0.45608 0.39227
C -0.08710 0.43599 -0.81399
C -1.50723 0.07102 -0.39910
C -1.76492 -1.40979 -0.10561
O -3.02943 -1.59084 0.33712
H 3.38337 0.10521 -0.53397
H 3.01554 -0.17350 1.00745
H 2.00297 1.93686 -0.64844
H 1.91243 2.07543 1.05256
H 0.28312 0.72653 1.21248
H 0.39369 -0.27747 -1.48914
H 0.00576 1.40926 -1.32847
H -1.77671 0.59235 0.51755
H -2.31702 0.25288 -1.11754
H -1.46924 -1.97784 -1.03163
H -1.02293 -1.83418 0.64006
*
```

No. 2
A gas-phase ion, C4H11N2O (charge -1), computed with wB97M-V/def2-TZVPD.

Properties
- HOMO: -2.59 eV

```
! RIJCOSX wB97M-V def2-TZVPD def2/J DEFGRID3
* xyz -1 1
C 0.33212 -0.47361 -1.95166
C -0.09797 -0.20715 -0.49100
C 1.07009 0.50106 0.28940
N 2.01408 -0.57845 0.95843
N -1.41440 0.43270 -0.31195
C -1.80718 0.38329 1.22102
O -3.08554 0.15601 1.56400
H -0.25942 -1.17142 -2.42722
H 0.31584 0.47283 -2.45218
H 1.31286 -0.78466 -2.04862
H 0.00697 -1.15205 0.00145
H 0.54542 1.16655 1.00527
H 1.51662 1.08945 -0.62273
H 1.53331 -0.94397 1.75419
H 2.76769 -0.01482 1.34487
H -2.28367 0.14494 -0.79748
H -1.37323 1.44107 1.28582
H -1.09361 -0.46178 1.67837
*
```

No. 3
C4H11N2O in the gas phase, computed with wB97M-V/def2-TZVPD.

Properties
- HOMO (alpha / beta): -4.46 / -8.05 eV
- Expectation value of S²: 0.754

```
! RIJCOSX wB97M-V def2-TZVPD def2/J DEFGRID3
* xyz 0 2
N -0.88415 -0.01076 -1.03483
C 0.14762 0.45118 -0.11132
C -0.33281 0.41074 1.32013
C -1.73593 0.95492 1.44088
O -2.45988 1.14001 0.34679
C 1.47554 -0.30518 -0.32703
N 1.38550 -1.41631 -1.27816
H -0.55148 0.07300 -2.00491
H -1.73912 0.56526 -0.78258
H -1.13915 -0.95205 -0.82843
H 0.29149 1.51237 -0.28116
H -0.15335 -0.53800 1.85843
H 0.44444 1.00060 1.83009
H -2.11457 1.15959 2.44306
H 2.23368 0.43013 -0.53179
H 1.91950 -0.68426 0.57786
H 0.99236 -2.23027 -0.81727
H 2.22029 -1.56096 -1.81976
*
```

No. 4
C4H11N2O in the gas phase, computed with wB97M-V/def2-TZVPD.

Properties
- HOMO (alpha / beta): -3.43 / -10.13 eV
- Expectation value of S²: 0.751

```
! RIJCOSX wB97M-V def2-TZVPD def2/J DEFGRID3
* xyz 0 2
O 1.86376 0.50731 2.63899
C 1.94793 0.29995 1.47034
C 0.89517 0.49573 0.40088
C 0.33502 -0.90495 -0.00002
C -0.58265 -0.85809 -1.17215
N -1.87874 -0.12593 -1.01910
N -0.18377 1.48186 0.72402
H 2.71358 -0.36352 0.92253
H 1.44421 0.84288 -0.49133
H 1.18990 -1.55945 -0.20830
H -0.12620 -1.25781 0.91745
H -0.08654 -0.57974 -2.10477
H -0.89857 -1.90402 -1.39144
H -1.81609 0.83377 -0.65374
H -2.37098 -0.11800 -1.93298
H -2.44406 -0.66692 -0.27988
H -0.18466 1.48946 1.73931
H 0.18268 2.38748 0.44020
*
```

No. 5
A gas-phase ion, C4H11N2O (charge +1), computed with wB97M-V/def2-TZVPD.

Properties
- HOMO: -14.53 eV

```
! RIJCOSX wB97M-V def2-TZVPD def2/J DEFGRID3
* xyz 1 1
C 0.02406 1.92926 0.48947
C 0.31970 0.50590 0.06249
O 1.65886 0.13688 0.10192
N 1.81502 -1.25198 -0.32631
C -0.48804 0.13337 -1.25986
C -1.36041 -0.89826 -0.34438
N -0.59931 -0.55286 0.87538
H 0.31327 1.95059 1.57111
H -0.99431 2.22033 0.39569
H 0.63191 2.71695 -0.01914
H 1.58719 -1.71504 0.58529
H 2.84971 -1.44889 -0.40030
H 0.23548 -0.49324 -1.92610
H -1.00198 0.85760 -1.91251
H -2.40910 -0.58173 -0.16479
H -1.40494 -1.88403 -0.58721
H -1.13989 -0.23739 1.74395
H -0.03723 -1.38747 1.11530
*
```

No. 6
A gas-phase ion, C4H11N2O (charge +1), computed with wB97M-V/def2-TZVPD.

Properties
- HOMO: -14.24 eV

```
! RIJCOSX wB97M-V def2-TZVPD def2/J DEFGRID3
* xyz 1 1
N 0.40730 -2.21329 1.31370
C 0.77341 -1.15539 0.59229
O 1.19349 -1.33645 -0.56700
C 0.58216 0.27485 1.08223
C -0.72674 0.92624 0.60770
C -1.06316 0.70245 -0.85472
N 0.10296 0.90664 -1.77724
H 0.58908 -3.09003 0.84583
H 0.37961 -2.22894 2.33111
H 0.78763 0.25649 2.14882
H 1.44163 0.75956 0.63048
H -1.52653 0.43759 1.14655
H -0.68706 1.97825 0.87857
H -1.84912 1.35381 -1.23229
H -1.52762 -0.23231 -1.11057
H 0.78051 0.13285 -1.54690
H -0.23085 0.71694 -2.71264
H 0.57329 1.81074 -1.77591
*
```